Here is 2 unconnected molecules or ions with the total composition C5H12NO from the Open Molecules 2025 dataset. Energies are from wB97M-V/def2-TZVPD.

Atoms and positions in Å:
C (1.585, 0.849, 0.476)
C (0.302, 1.638, 0.177)
C (1.093, -0.405, 1.142)
C (-0.499, 0.706, -0.759)
C (0.132, -1.234, 0.331)
N (-2.261, -1.603, -1.152)
O (-1.009, -0.323, 0.063)
H (2.177, 0.636, -0.378)
H (2.301, 1.560, 0.986)
H (-0.377, 1.989, 0.944)
H (0.536, 2.540, -0.398)
H (1.884, -1.117, 1.236)
H (0.612, -0.414, 2.156)
H (-1.239, 1.201, -1.238)
H (0.198, 0.347, -1.527)
H (0.538, -1.504, -0.569)
H (-0.245, -2.071, 0.886)
H (-2.659, -0.840, -1.760)
H (-3.072, -1.953, -0.615)

The orbital gap (spin up / spin down) comes out at 9.417 / 7.592 eV. The HOMO energy (spin up / spin down) comes out at -0.56495 / -0.56343 hartree. For the energy above the lowest of the compared OMol25 structures with the same formula, charge and spin, the calculation gives 124.14 kcal per mole. Its net charge is +1.


Here is 2 unconnected molecules or ions with the total composition C5H12NO from the Open Molecules 2025 dataset. Energies are from wB97M-V/def2-TZVPD.

Atoms and positions in Å:
C (-1.870, -0.086, -0.218)
C (-1.035, -1.253, 0.289)
C (-1.143, 1.202, 0.268)
C (0.374, -1.218, -0.364)
C (0.311, 1.211, -0.285)
N (3.180, -0.120, 0.059)
O (0.858, 0.016, 0.221)
H (-2.166, -0.087, -1.266)
H (-2.842, -0.036, 0.480)
H (-1.086, -1.174, 1.434)
H (-1.334, -2.270, 0.047)
H (-1.834, 2.111, 0.087)
H (-0.893, 1.205, 1.408)
H (1.030, -2.044, -0.068)
H (0.352, -1.229, -1.531)
H (0.343, 1.224, -1.393)
H (0.650, 2.306, 0.106)
H (3.441, -0.455, 0.979)
H (3.663, 0.697, -0.254)

The orbital gap (spin up / spin down) comes out at 9.833 / 7.143 eV. The HOMO energy (spin up / spin down) comes out at -0.55026 / -0.55067 hartree. For the energy above the lowest of the compared OMol25 structures with the same formula, charge and spin, the calculation gives 141.57 kcal per mole. Its net charge is +1.


Here is a gas-phase ion, C5H12NO (charge +1) from the Open Molecules 2025 dataset. Energies are from wB97M-V/def2-TZVPD.

Atoms and positions in Å:
C (0.410, 1.213, 0.008)
O (1.786, 0.741, -0.310)
C (-0.565, 0.293, -0.777)
C (-0.717, -1.125, -0.031)
C (-1.045, -0.929, 1.448)
C (-0.161, -1.089, 2.484)
N (0.119, 0.277, -2.142)
H (0.290, 2.271, -0.228)
H (0.189, 1.121, 1.111)
H (2.441, 1.460, -0.172)
H (-1.633, 0.756, -1.063)
H (-1.321, -1.847, -0.634)
H (0.288, -1.452, 0.048)
H (-1.612, -0.057, 1.703)
H (0.270, -2.086, 2.705)
H (0.380, -0.382, 3.218)
H (-0.110, 1.165, -2.629)
H (-0.171, -0.439, -2.712)
H (1.162, 0.107, -2.027)

The orbital gap comes out at 8.867 eV. The HOMO energy comes out at -0.45837 hartree. For the energy above the lowest of the compared OMol25 structures with the same formula, charge and spin, the calculation gives 77.85 kcal per mole. Its net charge is +1. The SMILES is C=CC[C@H]([NH3+])CO.


Here is a gas-phase ion, C5H12NO (charge +1) from the Open Molecules 2025 dataset. Energies are from wB97M-V/def2-TZVPD.

Atoms and positions in Å:
C (0.147, 1.006, -0.083)
C (-0.578, -0.284, 0.360)
C (-2.186, -0.624, -0.096)
C (0.361, -1.451, -0.145)
C (2.423, 1.772, 0.802)
N (1.656, 1.027, 0.069)
O (-2.056, -1.094, -1.438)
H (0.030, 1.189, -1.133)
H (-0.389, 1.914, 0.451)
H (-0.457, -0.433, 1.427)
H (-2.672, -1.326, 0.642)
H (-0.070, -2.347, 0.212)
H (1.285, -1.368, 0.396)
H (0.586, -1.507, -1.193)
H (2.109, 2.720, 1.138)
H (-2.704, 0.262, -0.227)
H (3.520, 1.400, 0.942)
H (1.938, 0.202, -0.313)
H (-2.944, -1.058, -1.811)

The orbital gap comes out at 8.672 eV. The HOMO energy comes out at -0.51415 hartree. For the energy above the lowest of the compared OMol25 structures with the same formula, charge and spin, the calculation gives 59.47 kcal per mole. Its net charge is +1. The SMILES is C=[NH+]C[C@H](C)CO.


Here is 2 unconnected molecules or ions with the total composition C5H12NO from the Open Molecules 2025 dataset. Energies are from wB97M-V/def2-TZVPD.

Atoms and positions in Å:
C (-2.242, 0.289, -0.448)
C (0.240, -0.425, 1.291)
C (0.094, -1.661, -0.827)
C (1.403, 1.805, -0.158)
C (0.409, -0.456, -0.114)
N (0.889, 0.544, -0.800)
O (-3.386, 0.200, 0.185)
H (-1.752, 1.256, -0.474)
H (-0.221, -1.318, 1.733)
H (-0.447, 0.313, 1.611)
H (1.135, -0.377, 1.942)
H (-0.264, -2.359, -0.111)
H (0.962, -2.043, -1.386)
H (-0.622, -1.561, -1.778)
H (2.344, 1.551, 0.460)
H (1.555, 2.764, -0.805)
H (0.638, 2.280, 0.597)
H (-3.791, -0.698, 0.264)
H (0.964, 0.507, -1.855)

The orbital gap comes out at 7.862 eV. The HOMO energy comes out at -0.44817 hartree. For the energy above the lowest of the compared OMol25 structures with the same formula, charge and spin, the calculation gives 100.40 kcal per mole. Its net charge is +1.


Here is a gas-phase ion, C5H12NO (charge +1) from the Open Molecules 2025 dataset. Energies are from wB97M-V/def2-TZVPD.

Atoms and positions in Å:
C (0.286, 1.002, -1.172)
O (1.011, 2.179, -0.847)
C (-0.146, 0.420, 0.162)
C (-0.821, -0.959, 0.118)
C (0.111, -2.129, 0.204)
C (1.392, -2.058, 0.527)
N (-1.110, 1.419, 0.768)
H (0.742, 0.219, -1.776)
H (-0.581, 1.355, -1.742)
H (1.751, 2.218, -1.465)
H (0.731, 0.412, 0.803)
H (-1.445, -1.013, 1.024)
H (-1.528, -0.927, -0.708)
H (-0.361, -3.101, 0.170)
H (1.971, -1.160, 0.330)
H (1.957, -2.913, 0.864)
H (-0.632, 2.323, 0.807)
H (-1.375, 1.189, 1.729)
H (-1.955, 1.524, 0.204)

The orbital gap comes out at 10.034 eV. The HOMO energy comes out at -0.49583 hartree. For the energy above the lowest of the compared OMol25 structures with the same formula, charge and spin, the calculation gives 22.91 kcal per mole. Its net charge is +1. The SMILES is C=CC[C@H]([NH3+])CO.